#1
DFT (wB97M-V/def2-TZVPD) results for an isolated molecule of C4H7NOS2.

The geometry in XYZ format:
```
15
Properties=species:S:1:pos:R:3:mulliken_charge:R:1
C 0.238 -0.126 1.818 -1.078
C -0.091 1.014 0.885 0.206
O -1.402 0.691 0.152 -0.311
N -1.278 -0.437 -0.573 -0.178
C -0.361 -0.655 -1.568 0.280
S -0.700 -1.873 -2.559 -0.364
C 0.982 0.096 -1.378 -0.650
S 0.998 1.545 -0.258 -0.137
H 1.210 0.164 2.363 0.310
H 0.483 -1.067 1.270 0.320
H -0.451 -0.174 2.646 0.329
H -0.475 1.923 1.376 0.314
H -2.212 -0.716 -0.718 0.247
H 1.306 0.335 -2.360 0.424
H 1.755 -0.717 -1.096 0.287
```

As for the structure (SMILES): C[C@@H]1ONC(=S)CS1. The value obtained for the HOMO-LUMO gap is 8.961 eV. The total charge is 0.

***

#2
DFT (wB97M-V/def2-TZVPD) results for an isolated molecule of C4H7NOS2.

The geometry in XYZ format:
```
15
Properties=species:S:1:pos:R:3:mulliken_charge:R:1
O -1.832 -0.735 0.234 -0.544
C -0.443 -0.470 -0.064 0.779
C -0.355 1.092 -0.034 -0.297
N 0.275 1.630 1.030 -0.373
S 0.412 3.436 0.817 -0.180
C 0.804 -1.090 0.716 -0.653
S 1.631 -1.574 -0.871 -0.155
C -0.075 -0.984 -1.464 -0.822
H -1.832 -1.761 0.295 0.421
H -1.033 1.596 -0.911 0.304
H 1.645 3.283 1.320 0.163
H 1.263 -0.504 1.578 0.393
H 0.310 -1.997 1.284 0.256
H -0.754 -1.741 -1.706 0.350
H -0.016 -0.181 -2.224 0.356
```

As for the structure (SMILES): OC1(/C=N/S)CSC1. The value obtained for the HOMO-LUMO gap is 9.523 eV. The total charge is 0.

***

Which of them is the most stable, and which is the least stable? #1 and #2, in that order.